No. 1
Entry from OMol25: C33H44As2FFeN3O8 as an isolated structure (ωB97M-V/def2-TZVPD).

Element x y z (Å)
Fe 1.95140 0.65987 -0.50770
F -4.03896 0.29068 2.03411
C -3.69504 0.00592 0.76515
C -2.45637 0.36641 0.30614
C -2.09957 0.10030 -1.00678
C -0.72075 0.42363 -1.43399
O 0.00099 0.98274 -0.61422
C -0.33934 -0.02868 -2.73705
C -1.28421 -0.59759 -3.52040
N -2.56664 -0.88445 -3.14292
C -3.47447 -1.51260 -4.07051
C -2.96003 -2.59901 -4.95773
C -3.88485 -2.94104 -3.82872
C -2.98835 -0.55727 -1.86716
C -4.25418 -0.90894 -1.38870
C -4.58869 -0.64193 -0.07856
N -5.91279 -1.12145 0.35596
C -6.10131 -1.46930 1.81034
C -7.51029 -2.08728 1.95436
N -8.02897 -2.35705 0.61924
C -8.33462 -1.11549 -0.08286
C -7.05829 -0.24754 -0.07608
C 1.08384 0.03300 -3.30790
O 1.18981 -0.17670 -4.51628
O 2.02119 0.22151 -2.47858
H -1.73206 0.82168 0.97384
H -0.99751 -0.88579 -4.52299
H -4.21700 -0.83991 -4.48538
H -1.92402 -2.88598 -4.84935
H -3.33779 -2.62933 -5.96894
H -3.44454 -3.43305 -2.97143
H -4.90378 -3.22373 -4.05743
H -4.95114 -1.44091 -2.02479
H -5.99123 -0.56422 2.39192
H -5.30404 -2.15825 2.07965
H -8.15530 -1.40562 2.52063
H -7.44290 -3.01913 2.51027
H -8.81626 -2.98843 0.63225
H -6.07313 -2.01967 -0.11280
H -9.15112 -0.54758 0.37641
H -8.62286 -1.35555 -1.10515
H -7.10576 0.56962 0.64098
H -6.82222 0.16335 -1.05309
O 0.45979 0.45319 3.09475
C 0.93832 0.28498 1.98418
O 1.73710 1.10527 1.38090
C 0.57382 -0.97886 1.13474
O -0.34643 -1.70581 1.48427
O 1.27596 -1.11917 0.05672
C 5.93576 -0.00560 -0.53395
As 4.06598 -0.43601 -0.16249
C 3.96600 -2.08994 -1.16817
C 4.22083 -1.06027 1.67464
C 4.11331 -2.41920 1.95895
C 4.17273 -2.87923 3.26610
C 4.34089 -1.97703 4.30519
C 4.43818 -0.62225 4.02645
C 4.37252 -0.14680 2.72042
As 4.50459 1.78101 2.35780
C 6.18523 2.06126 3.35356
C 3.30928 2.47831 3.74622
H 6.56402 -0.85182 -0.25903
H 6.24197 0.87131 0.03493
H 6.04529 0.19894 -1.59927
H 4.81264 -2.74607 -0.96831
H 3.94804 -1.80966 -2.22105
H 3.02241 -2.57445 -0.92522
H 3.96003 -3.12914 1.15753
H 4.07543 -3.93817 3.47030
H 4.38157 -2.32341 5.33042
H 4.55269 0.07485 4.84837
H 6.11278 1.71905 4.38601
H 6.42003 3.12631 3.34789
H 6.99497 1.52396 2.85898
H 3.13839 1.74108 4.52832
H 2.34634 2.70833 3.29740
H 3.76158 3.37310 4.17585
C 0.65389 4.04827 -0.27206
C 2.10835 3.69442 -0.04959
O 2.51512 2.62689 -0.91108
C 3.27412 3.01341 -2.05625
C 4.71348 3.32814 -1.70208
H 0.40184 4.92021 0.33644
H 0.01201 3.21799 0.02168
H 0.46235 4.29316 -1.31970
H 2.27569 3.35881 0.96993
H 2.74703 4.55951 -0.24266
H 2.78359 3.87181 -2.52975
H 3.21237 2.16770 -2.73886
H 4.78738 4.13612 -0.97328
H 5.25386 3.63038 -2.60163
H 5.20001 2.44990 -1.27826

Atomic forces in eV per Å
0.1030 -0.3057 -0.0093
-0.0200 0.0059 -0.0066
-0.0236 0.1147 0.0326
0.0451 0.0397 0.1765
0.0578 -0.0269 -0.1852
-0.1572 -0.5310 0.0049
-0.0256 0.8131 -0.0498
0.0044 0.0837 -0.0217
-0.0192 -0.0870 0.0230
-0.0297 0.0557 -0.0429
0.0334 0.0060 0.0510
0.0183 -0.0114 -0.0109
0.0006 -0.0061 0.0056
0.0325 -0.0187 -0.0404
0.0626 -0.1563 -0.1615
0.0368 -0.0141 0.1482
-0.0177 0.0963 0.0758
-0.0132 -0.0982 -0.0603
0.0038 -0.0024 -0.0342
0.0177 0.0185 -0.0048
0.0224 -0.0225 0.0246
0.0248 -0.0075 0.0687
-0.0398 -0.2083 0.1079
0.0103 0.0876 0.0247
0.0136 0.1988 0.0181
-0.0662 -0.0223 0.0057
-0.0215 0.0104 -0.0022
-0.0057 0.0115 -0.0040
-0.0049 -0.0054 -0.0051
0.0013 0.0016 -0.0007
-0.0015 0.0023 -0.0049
0.0006 0.0019 0.0050
0.0176 0.0195 -0.0010
0.0137 0.0210 0.0064
0.0176 -0.0028 -0.0225
-0.0108 0.0162 0.0006
-0.0038 -0.0069 0.0071
-0.0036 0.0006 -0.0005
-0.0215 0.0192 -0.0702
-0.0033 0.0030 0.0218
-0.0110 0.0079 -0.0093
0.0088 0.0196 -0.0048
0.0117 -0.0317 -0.0118
-0.0124 -0.0458 -0.0640
0.0837 0.2681 0.0295
0.0227 -0.1519 0.1115
0.0355 -0.1126 -0.1685
-0.0535 -0.0301 -0.0524
-0.0268 0.0061 0.1563
0.0380 0.0543 0.0147
-0.0893 0.0331 -0.0176
0.0009 -0.0206 -0.0202
-0.0060 -0.0487 -0.0288
-0.0158 -0.0094 0.0391
-0.0074 0.0268 -0.0112
-0.0034 0.0126 -0.0294
-0.0083 -0.0369 -0.0030
-0.0006 0.0193 0.0442
-0.0089 0.0303 0.0068
0.0246 -0.0087 0.0036
-0.0322 -0.0127 -0.0196
0.0008 -0.0148 -0.0052
0.0029 -0.0044 -0.0155
0.0157 0.0000 0.0007
0.0041 -0.0083 0.0006
0.0004 -0.0069 -0.0040
0.0042 0.0011 -0.0093
0.0035 -0.0108 -0.0026
0.0021 0.0002 0.0015
0.0005 -0.0016 0.0013
0.0046 -0.0008 0.0039
0.0028 -0.0014 0.0009
0.0043 0.0016 0.0068
-0.0006 0.0054 0.0047
0.0318 0.0119 0.0272
0.0018 -0.0219 0.0046
-0.0109 0.0168 -0.0144
-0.0618 0.0557 0.0745
0.0271 0.0176 -0.0971
-0.0396 -0.1535 0.0052
-0.0599 -0.0253 -0.0123
0.0166 -0.0195 -0.0003
-0.0391 -0.0048 -0.0135
0.0580 0.0591 -0.0185
0.0127 -0.0069 0.0082
-0.0115 -0.0339 0.0333
0.0371 -0.0080 -0.0014
0.0111 0.0129 0.0092
0.0053 0.0286 -0.0100
-0.0017 0.0156 -0.0058
0.0134 -0.0120 0.0075
-0.0356 0.0457 -0.0152

Output
Relative energy (zero: lowest compared OMol25 entry of this formula, charge and spin) ... 118.93 kJ/mol
Electronic energy ... -214566.073 eV
Lowest unoccupied orbital energy ... -0.0263 hartree
HOMO ... -6.701 eV

Mulliken analysis output, partial charges in e: Fe 1.213; F -0.339; C -0.308; C -0.472; C 1.188; C 0.942; O -0.386; C -0.382; C -0.658; N 0.284; C -0.263; C -1.025; C -0.504; C -0.174; C -0.930; C -0.800; N 0.517; C -0.781; C -0.656; N -0.458; C -0.673; C -0.560; C -0.093; O -0.824; O -0.569; H 0.499; H 0.806; H 0.419; H 0.359; H 0.256; H 0.278; H 0.324; H 0.649; H 0.435; H 0.499; H 0.304; H 0.380; H 0.300; H 0.547; H 0.352; H 0.413; H 0.362; H 0.445; O -0.775; C 0.577; O -0.154; C 0.299; O -0.788; O -0.782; C -1.400; As 1.269; C -1.669; C -0.087; C -0.432; C -0.709; C -0.964; C -0.336; C 0.207; As 0.850; C -1.292; C -1.180; H 0.400; H 0.360; H 0.459; H 0.435; H 0.391; H 0.440; H 0.363; H 0.370; H 0.378; H 0.312; H 0.347; H 0.444; H 0.347; H 0.413; H 0.088; H 0.524; C -1.196; C 0.159; O 0.452; C -0.577; C -1.007; H 0.445; H 0.023; H 0.334; H -0.417; H 0.608; H 0.418; H 0.296; H 0.340; H 0.408; H 0.092

No. 2
Entry from OMol25: a 2-piece molecular cluster, C5H10N4 overall at a distorted geometry (ωB97M-V/def2-TZVPD).

Element x y z (Å)
C -0.42563 1.62816 -0.26982
C 0.24002 0.77775 0.53678
C 0.52043 1.16226 1.96411
C 0.55229 -0.59853 0.17064
N 0.72779 -1.49999 1.21917
N 0.55344 -1.14629 -1.01202
N 1.01261 -0.52698 -2.14038
H -0.67726 2.61875 0.07640
H -0.53851 1.51231 -1.34489
H 1.49695 0.79197 2.27283
H -0.22374 0.72750 2.63459
H 0.49075 2.24173 2.08142
H 0.86081 -2.44176 0.87896
H 0.04513 -1.45247 1.96402
H 0.85516 -1.12449 -2.93871
H 0.72285 0.42990 -2.29764
C -1.96237 -1.05803 -1.21244
N -2.28757 -1.98998 -1.80102
H -1.96316 -0.05183 -0.78199

Atomic forces in eV per Å
1.0162 0.1370 -0.2083
-0.3628 0.7645 -0.0395
-0.0158 0.0360 0.0074
-0.3356 -0.9737 -1.5796
-0.3365 0.0457 0.3208
1.5918 -0.0970 1.2368
-0.4451 0.4590 -0.1301
-0.0758 0.0697 0.1985
-0.2816 -0.3412 0.2868
-0.0155 0.0259 0.0167
0.0252 -0.0076 0.0791
-0.0320 0.0549 0.0399
-0.0446 0.0480 -0.0466
0.0457 -0.0480 0.0346
-0.1420 0.1306 0.0579
0.0226 -0.0673 -0.1155
-1.2634 0.6082 -0.3075
0.2451 -0.0002 0.2193
0.4040 -0.8444 -0.0708

Output
Relative energy (zero: lowest compared OMol25 entry of this formula, charge and spin) ... 306.00 kJ/mol
Electronic energy ... -11304.707 eV
Lowest unoccupied orbital energy (spin up / spin down) ... 0.0124 / 0.0124 hartree
HOMO (spin up / spin down) ... -7.977 / -7.978 eV

natural (NBO) analysis output, partial charges in e: C -0.418; C -0.033; C -0.641; C 0.298; N -0.797; N -0.294; N -0.626; H 0.206; H 0.192; H 0.238; H 0.215; H 0.220; H 0.400; H 0.366; H 0.374; H 0.339; C 0.065; N -0.335; H 0.232

No. 3
Entry from OMol25: a 3-piece molecular cluster, C13H23N2 overall at a distorted geometry (ωB97M-V/def2-TZVPD).

Element x y z (Å)
C 3.48070 0.21340 -3.64448
C -1.11038 3.52255 3.43221
C 1.78416 -3.34837 0.26230
C -3.85737 -0.63175 1.52936
C 2.95840 1.10058 -2.59656
C -0.62420 2.28649 3.04562
C 0.99622 -2.26730 0.46701
C -2.68578 -0.09170 1.73828
C 1.95431 1.88722 -2.68053
C -0.88737 1.54136 1.77664
C 0.43993 -1.25962 -0.52246
C -1.43230 0.11138 1.98739
C -1.05422 -1.19434 -0.63125
N -1.71233 -2.19426 -0.23846
N -1.48702 -0.09764 -1.14265
H 3.74482 -0.80480 -3.39975
H 2.83671 0.15225 -4.60832
H -0.79567 3.94810 4.41131
H -1.81578 4.22099 2.85656
H 1.84612 -3.99983 1.08914
H 1.97868 -3.77192 -0.67874
H -4.16320 -1.16753 0.63316
H -4.67805 -0.41074 2.16584
H 3.62339 1.05742 -1.66344
H -0.13027 1.65349 3.78558
H 0.67255 -2.07026 1.43623
H 1.78520 2.51040 -1.79577
H 1.34508 1.98921 -3.58135
H -1.45084 2.10991 1.11530
H 0.08348 1.30108 1.25945
H 0.91130 -1.48992 -1.42918
H 0.74854 -0.19137 -0.14892
H -0.68683 -0.44671 2.44340
H -1.10297 -2.89440 0.25209
H -2.74073 -2.21412 -0.14621
H -2.43763 -0.04762 -1.45974
H -0.78973 0.63893 -1.23601
H 4.45308 0.34944 -4.08306

Atomic forces in eV per Å
-0.8920 -1.2689 -3.2908
0.3913 -1.0167 -0.6618
-2.7846 1.6064 0.4112
0.0542 0.6582 -0.5616
4.2598 -2.3399 1.3813
-1.4540 1.8304 1.1764
0.5424 -0.7277 -1.4463
-0.0224 -2.2477 0.4814
-2.3416 2.1106 0.5435
1.9461 -1.5315 0.0233
1.2898 1.3471 2.6875
-1.0311 3.9009 -0.4297
3.1886 0.7950 -0.3712
-1.5330 -3.2181 1.4074
-0.5539 0.9545 -0.8498
-0.9250 -0.7095 0.9520
0.6184 0.1478 1.7284
-0.3480 -0.5932 -0.7649
1.3262 -1.4122 0.4677
0.7999 -0.5555 0.9083
0.7366 -0.0484 -1.2579
0.1932 0.1871 -0.1441
-0.5299 -0.0103 0.7409
-1.2442 0.3233 -1.1151
0.3336 0.5772 0.0370
-0.2384 0.1971 1.8766
-0.4446 0.0697 -0.5556
0.1246 0.0249 0.3225
-1.2858 0.9653 -1.2442
-0.3570 0.8137 0.3868
0.2958 0.2484 -1.8130
-0.2288 -1.8631 -0.9512
0.5428 -1.8180 1.0475
-1.3259 0.4348 -0.6901
1.0834 -0.1528 -0.0437
-0.1858 0.7370 -0.0132
-0.7516 -0.0202 -0.4797
0.7507 1.6044 0.1044

Output
Net charge ... +1
Relative energy (zero: lowest compared OMol25 entry of this formula, charge and spin) ... 455.84 kJ/mol
Electronic energy ... -16822.760 eV
Lowest unoccupied orbital energy ... -0.1001 hartree
HOMO ... -12.083 eV

natural (NBO) analysis output, partial charges in e: C -0.686; C -0.367; C -0.306; C -0.477; C -0.167; C -0.200; C -0.231; C 0.104; C -0.443; C -0.443; C -0.518; C -0.291; C 0.584; N -0.708; N -0.719; H 0.227; H 0.211; H 0.217; H 0.211; H 0.217; H 0.208; H 0.183; H 0.248; H 0.201; H 0.199; H 0.192; H 0.204; H 0.207; H 0.215; H 0.189; H 0.269; H 0.245; H 0.226; H 0.450; H 0.433; H 0.425; H 0.442; H 0.249

No. 4
Entry from OMol25: C6H23AsB2F6NNa as an isolated structure at a distorted geometry (ωB97M-V/def2-TZVPD).

Element x y z (Å)
Na -0.85272 -0.22153 1.13377
B -2.65213 -1.38460 2.57057
H -2.52855 -0.34561 2.83415
H -3.32993 -1.82470 3.28552
H -3.09577 -1.30795 1.58998
H -1.72896 -1.92387 2.42501
B 0.34748 0.27125 3.34228
H -0.53528 0.65948 3.82629
H 0.42557 -0.79981 3.23745
H 0.50436 0.69599 2.36289
H 1.19065 0.58577 3.93757
As -3.31653 1.07623 -1.67335
F -4.71837 0.55205 -2.71857
F -2.77962 -0.64916 -1.54764
F -1.95573 1.52935 -0.58521
F -3.83862 2.84776 -1.66094
F -4.22730 0.81419 -0.12015
F -2.29402 1.47027 -3.09403
C 0.29838 -2.37476 -0.88620
C 1.55569 -1.57138 -0.46040
N 1.27537 -0.13374 -0.38006
C 0.92244 0.39955 -1.71530
C 2.01870 0.39850 -2.70067
C 2.42876 0.52821 0.21519
C 2.27932 2.00869 0.53514
H 0.30942 -2.21470 -1.96433
H -0.64025 -2.12406 -0.39201
H 0.46643 -3.44333 -0.75198
H 1.80711 -1.92802 0.53844
H 2.52203 -1.67408 -0.95412
H 0.50388 1.36501 -1.43102
H 0.00108 -0.06560 -2.06577
H 2.66356 1.25063 -2.48591
H 1.68334 0.45061 -3.73649
H 2.51936 -0.56943 -2.72430
H 2.74633 0.07666 1.15505
H 3.29204 0.40425 -0.43863
H 1.84792 2.37632 -0.39591
H 1.64780 2.26642 1.38535
H 3.23674 2.52902 0.50843

Atomic forces in eV per Å
-0.6091 0.0628 0.4548
-0.1773 0.0138 -0.2042
0.9288 3.9303 1.2893
-2.6077 -2.0498 2.7322
-2.2244 -0.0816 -4.1073
3.8685 -2.1919 -0.1266
0.1401 0.1323 0.3413
-3.4738 1.1389 1.6087
-0.0784 -4.2928 -0.2666
0.5673 2.0433 -3.8721
3.7263 1.3942 2.3921
-0.8259 0.3244 1.9844
1.7503 0.8547 1.1658
-0.2444 1.8243 -0.7214
-0.4241 -0.3477 -1.0335
0.3700 -2.2617 -0.2903
0.5274 0.3973 -2.3537
-0.9520 -0.7789 1.1006
1.9551 -0.0390 -1.2479
-0.8537 0.1256 2.1144
-0.2132 -0.7535 0.1411
-1.8727 0.4664 1.7851
0.4401 0.0546 -1.1513
0.7031 0.2877 1.0358
-0.4043 0.2154 -1.8218
-1.0962 -0.1820 -0.1484
0.2033 0.2930 -0.1664
0.0734 -0.0294 0.1839
-0.0669 0.3526 0.4211
-0.1511 -0.8263 -1.0388
0.3782 0.4985 -0.7556
0.2160 -0.5176 -0.0008
0.5278 -0.3320 -0.2824
-0.3741 0.5432 0.0023
0.5388 0.1496 0.4498
-0.5569 -0.6683 0.0014
0.4054 0.0269 -0.3637
-0.5469 0.7249 0.1662
0.1846 -0.2768 -0.0688
0.2486 -0.2255 0.6513

Output
Net charge ... -2
Relative energy (zero: lowest compared OMol25 entry of this formula, charge and spin) ... 376.45 kJ/mol
Electronic energy ... -90998.267 eV
Lowest unoccupied orbital energy ... 0.1541 hartree
HOMO ... -1.781 eV

natural (NBO) analysis output, partial charges in e: Na 0.934; B -0.853; H -0.014; H -0.027; H -0.029; H -0.056; B -0.827; H -0.002; H -0.026; H -0.089; H -0.035; As 2.778; F -0.624; F -0.626; F -0.643; F -0.636; F -0.605; F -0.627; C -0.618; C -0.233; N -0.453; C -0.268; C -0.646; C -0.223; C -0.622; H 0.195; H 0.241; H 0.203; H 0.207; H 0.155; H 0.228; H 0.228; H 0.203; H 0.212; H 0.200; H 0.224; H 0.139; H 0.187; H 0.260; H 0.188